C31H42BN10O2S4Ti as an isolated structure, computed with wB97M-V/def2-TZVPD.

Total energy   -118956.807 eV
Charge   +1
E_HOMO   -11.209 eV
Gap between HOMO and LUMO   7.35 eV

```
91
C31H42BN10O2S4Ti, DFT wB97M-V/def2-TZVPD
Ti -0.707 0.553 0.060
C -5.934 0.578 1.230
C -4.869 -0.043 0.369
C -4.454 -1.362 0.594
C -3.508 -1.959 -0.215
C -2.952 -1.249 -1.280
C -3.347 0.061 -1.510
C -4.297 0.660 -0.679
H -6.926 0.322 0.853
H -5.861 1.666 1.233
H -5.880 0.216 2.258
H -4.890 -1.921 1.415
H -3.202 -2.981 -0.030
H -2.256 -1.735 -1.953
H -2.966 0.618 -2.357
H -4.594 1.684 -0.871
C -0.281 -4.675 1.635
C 0.016 -3.566 2.642
C 0.437 -4.202 3.963
C -1.195 -2.674 2.895
N 1.155 -2.729 2.125
C 2.379 -2.611 2.757
C 3.164 -1.845 1.976
N 2.438 -1.491 0.861
B 3.102 -0.642 -0.249
N 2.566 -0.977 -1.664
C 3.112 -2.034 -2.359
C 2.472 -2.131 -3.539
N 1.523 -1.126 -3.578
C 1.592 -0.441 -2.415
S 0.613 0.928 -1.977
C 0.613 -0.874 -4.750
C 0.932 -1.887 -5.847
C -0.837 -1.071 -4.314
C 0.869 0.530 -5.295
N 3.086 0.891 0.041
C 4.056 1.681 -0.528
C 3.856 2.949 -0.118
N 2.750 2.948 0.707
C 2.287 1.681 0.772
S 0.904 1.137 1.683
C 2.233 4.164 1.433
C 0.811 4.465 0.971
C 3.123 5.354 1.087
C 2.313 3.914 2.937
C 1.209 -2.023 0.973
S -0.075 -1.839 -0.184
H -1.064 -5.317 2.039
H 0.607 -5.288 1.466
H -0.624 -4.279 0.682
H -0.398 -4.802 4.322
H 0.656 -3.455 4.727
H 1.293 -4.869 3.847
H -1.986 -3.274 3.348
H -1.582 -2.236 1.979
H -0.943 -1.870 3.587
H 2.597 -3.085 3.693
H 4.185 -1.534 2.107
H 4.263 -0.954 -0.254
H 3.918 -2.618 -1.954
H 2.625 -2.818 -4.347
H 0.753 -2.913 -5.523
H 1.955 -1.790 -6.210
H 0.265 -1.687 -6.684
H -0.980 -2.081 -3.927
H -1.488 -0.940 -5.179
H -1.130 -0.350 -3.555
H 1.919 0.647 -5.568
H 0.600 1.304 -4.581
H 0.267 0.673 -6.193
H 4.820 1.266 -1.161
H 4.417 3.836 -0.336
H 0.790 4.621 -0.109
H 0.471 5.382 1.454
H 0.116 3.669 1.224
H 3.099 5.588 0.022
H 4.154 5.205 1.407
H 2.736 6.221 1.620
H 1.646 3.118 3.259
H 2.025 4.826 3.460
H 3.334 3.663 3.230
O -1.838 0.384 1.476
N -2.427 0.270 2.655
C -3.086 1.308 3.022
C -3.764 1.247 4.287
N -4.306 1.197 5.296
C -3.186 2.509 2.234
N -3.264 3.471 1.612
O -2.881 3.192 -2.306
S -1.848 3.417 -1.317
N -1.297 2.233 -0.607
```